Entry 1:
{"formula": "C24H42AlF3N2O15P3", "method": "ωB97M-V with the def2-TZVPD basis set", "symbols": ["P", "P", "P", "Al", "F", "F", "F", "O", "O", "O", "O", "O", "O", "O", "O", "O", "O", "O", "O", "O", "O", "O", "N", "N", "C", "C", "C", "C", "C", "C", "C", "C", "C", "C", "C", "C", "C", "C", "C", "C", "C", "C", "C", "C", "C", "C", "C", "C", "H", "H", "H", "H", "H", "H", "H", "H", "H", "H", "H", "H", "H", "H", "H", "H", "H", "H", "H", "H", "H", "H", "H", "H", "H", "H", "H", "H", "H", "H", "H", "H", "H", "H", "H", "H", "H", "H", "H", "H", "H", "H"], "positions_angstrom": [[-0.909, 1.822, 2.839], [-1.704, -1.859, 3.759], [-1.419, -0.927, 0.104], [-2.103, -0.121, 2.202], [-6.943, -0.226, 0.167], [-7.963, 1.967, 2.247], [-7.634, 0.166, 4.036], [-1.900, 2.604, 4.042], [2.389, -0.169, 2.461], [0.094, -0.262, -0.445], [-4.736, 4.808, -0.260], [-0.818, 2.921, 1.464], [-1.307, -2.506, 0.131], [4.215, -4.880, -1.991], [1.743, 2.599, -1.807], [2.300, -2.080, -1.562], [2.804, -2.151, -3.792], [-2.625, -0.488, -1.108], [-4.227, 3.704, 1.678], [5.283, -4.895, 0.031], [2.892, 4.428, -2.559], [3.868, -0.477, 0.745], [0.536, 1.463, 3.472], [-3.095, -2.578, 4.250], [4.364, -5.254, -0.687], [-4.993, 4.381, 1.012], [-6.973, 5.302, 0.177], [4.161, 2.566, -1.889], [3.325, -0.771, 1.962], [5.286, -2.029, 1.756], [2.138, -1.672, -2.701], [1.124, -0.746, -4.594], [-6.319, 4.903, 1.475], [3.220, -6.124, -0.263], [-5.156, -0.776, 2.080], [2.797, 3.164, -2.052], [-7.396, 0.631, 2.638], [4.263, 4.724, -2.822], [2.979, -5.394, -2.487], [-5.794, 5.663, -0.689], [4.015, -1.958, 2.564], [2.642, -6.554, -1.588], [-6.604, -0.089, 1.603], [5.049, 3.784, -1.945], [-4.077, 0.457, 2.133], [4.868, -1.447, 0.432], [2.450, -1.375, -4.935], [1.225, -0.553, -3.102], [-6.156, 5.763, 2.130], [2.511, -5.525, 0.315], [2.379, -2.023, -5.814], [0.312, -1.447, -4.819], [0.818, -0.326, 0.266], [-5.480, 6.703, -0.553], [4.354, 1.883, -2.720], [1.694, 0.401, -2.845], [-6.000, 5.491, -1.750], [-2.944, -3.590, 3.966], [4.253, 2.048, -0.932], [3.391, -2.844, 2.421], [6.050, -1.391, 2.217], [0.933, 0.180, -5.143], [3.102, -5.707, -3.528], [-7.694, 6.117, 0.282], [4.458, 4.560, -3.887], [3.232, -0.628, -5.107], [4.429, -2.198, -0.233], [5.150, 4.212, -0.940], [3.157, -7.457, -1.937], [0.662, 0.427, 3.438], [5.703, -0.962, -0.083], [-4.844, -1.673, 1.380], [-4.308, 1.080, 3.098], [3.570, -6.980, 0.319], [-5.336, -1.156, 3.195], [-0.971, 2.430, 0.602], [-0.808, -2.857, 3.172], [6.052, 3.577, -2.327], [-2.344, 1.851, 4.566], [1.571, -6.770, -1.548], [4.222, -1.798, 3.625], [-7.498, 4.439, -0.251], [4.467, 5.772, -2.582], [0.250, -0.648, -2.618], [-3.487, -0.952, -0.830], [5.695, -3.039, 1.673], [-6.890, 4.127, 1.990], [-4.235, 1.109, 1.163], [2.227, -4.599, -2.441], [-0.976, -1.291, 4.891]], "lowdin_charge": [0.562, 0.525, 0.590, 0.119, -0.057, -0.066, -0.028, -0.316, 0.070, -0.291, 0.032, -0.299, -0.476, 0.029, 0.112, 0.100, 0.016, -0.301, 0.106, 0.085, 0.030, 0.018, -0.259, -0.446, -0.453, -0.444, -0.173, -0.083, -0.435, -0.169, -0.434, -0.160, -0.085, -0.082, -0.198, -0.448, -0.048, -0.178, -0.171, -0.179, -0.075, -0.165, -0.062, -0.171, -0.293, -0.171, -0.177, -0.081, 0.135, 0.141, 0.123, 0.123, 0.084, 0.125, 0.132, 0.116, 0.125, -0.063, 0.131, 0.136, 0.119, 0.120, 0.128, 0.116, 0.125, 0.123, 0.105, 0.126, 0.119, -0.079, 0.127, 0.114, 0.072, 0.129, 0.114, 0.051, -0.042, 0.117, 0.063, 0.123, 0.130, 0.123, 0.126, 0.114, 0.069, 0.102, 0.111, 0.073, 0.117, -0.065], "total_charge": -1, "homo_lumo_gap_ev": 6.7}


Entry 2:
{"formula": "C24H42LaO2P2", "method": "ωB97M-V with the def2-TZVPD basis set", "symbols": ["La", "P", "P", "O", "O", "C", "C", "C", "C", "C", "C", "C", "C", "C", "C", "C", "C", "C", "C", "C", "C", "C", "C", "C", "C", "C", "C", "C", "C", "H", "H", "H", "H", "H", "H", "H", "H", "H", "H", "H", "H", "H", "H", "H", "H", "H", "H", "H", "H", "H", "H", "H", "H", "H", "H", "H", "H", "H", "H", "H", "H", "H", "H", "H", "H", "H", "H", "H", "H", "H", "H"], "positions_angstrom": [[-0.904, 1.661, -1.712], [-2.734, -2.788, -0.346], [3.026, 0.927, -0.865], [-2.060, 1.878, 0.604], [-0.188, 3.067, 0.292], [-1.896, -0.032, 4.826], [0.415, -2.231, 2.888], [-0.791, -0.726, 4.134], [0.649, 0.375, -2.582], [1.699, 1.427, -2.332], [-1.859, 1.851, -3.777], [-1.291, 0.556, -4.324], [-1.143, 3.003, -3.469], [2.731, -1.111, 2.959], [0.194, 0.265, -4.027], [-1.383, -1.674, -0.553], [1.296, 2.908, -2.408], [0.551, -0.273, 4.073], [1.073, 0.954, 4.711], [-3.002, -3.366, -2.075], [3.817, 2.536, -0.544], [1.296, -1.198, 3.296], [0.762, -3.410, 2.070], [0.347, 3.259, -3.588], [-1.199, 2.734, 0.997], [4.348, 0.051, -1.772], [-2.074, -2.784, 3.227], [-0.876, -1.944, 3.410], [-4.088, -1.539, -0.136], [0.382, -0.772, -4.346], [-2.963, 1.890, -3.700], [3.597, 2.769, 0.507], [3.228, -2.073, 3.138], [-2.248, 0.838, 4.251], [-2.962, -2.285, 3.629], [-2.239, -2.959, -2.751], [-2.252, -3.003, 2.161], [0.777, 2.846, -4.510], [-3.894, -0.635, -0.740], [2.154, 0.874, 4.877], [0.891, 1.845, 4.089], [-1.036, -1.113, 0.329], [0.955, 3.340, -1.438], [0.427, 4.354, -3.679], [-0.594, -1.939, -1.264], [0.585, 1.123, 5.681], [0.039, -3.558, 1.255], [5.253, 0.079, -1.151], [-2.744, -0.707, 4.974], [-2.923, -4.464, -2.061], [-1.928, -0.291, -3.996], [-4.147, -1.258, 0.926], [2.472, 1.309, -3.113], [4.902, 2.441, -0.667], [3.225, -0.350, 3.570], [-1.967, -3.749, 3.745], [-5.044, -2.001, -0.426], [4.547, 0.497, -2.751], [3.433, 3.353, -1.163], [0.862, -0.592, -2.100], [-4.006, -3.094, -2.428], [4.044, -0.998, -1.892], [2.224, 3.455, -2.613], [-1.317, 3.222, 1.980], [-1.709, 3.906, -3.197], [2.883, -0.851, 1.900], [-1.568, 0.334, 5.808], [1.758, -3.291, 1.627], [-1.397, 0.572, -5.425], [0.811, 0.889, -4.689], [0.774, -4.330, 2.676]], "lowdin_charge": [2.047, 0.829, 0.929, -0.200, -0.204, -0.040, -0.187, -0.202, -0.510, -0.487, -0.263, -0.179, -0.301, -0.062, -0.219, -0.268, -0.287, -0.180, -0.023, -0.290, -0.292, -0.216, -0.023, -0.167, -0.492, -0.312, -0.054, -0.211, -0.279, 0.132, 0.147, 0.040, 0.082, 0.085, 0.071, 0.023, 0.001, 0.133, 0.025, 0.075, 0.091, 0.015, 0.082, 0.142, -0.004, 0.083, 0.061, 0.048, 0.071, 0.033, 0.123, 0.039, 0.102, 0.046, 0.066, 0.094, 0.042, 0.043, 0.023, 0.081, 0.040, 0.037, 0.121, 0.140, 0.137, 0.047, 0.081, 0.078, 0.154, 0.112, 0.102], "total_charge": 1, "relative_energy_ev": 8.979, "homo_lumo_gap_ev": [4.0, 4.0]}


no.,molecular weight (g/mol)
1,775.5
2,563.5